1.
ORCA calculation (the ωB97M-V functional and the def2-TZVPD basis) on a single C2H3NOS2 molecule in a non-equilibrium geometry.

Structure (XYZ):
```
9
Properties=species:S:1:pos:R:3:nbo_charge:R:1
O -1.016 1.769 -0.361 -0.5133
C -0.447 0.768 -0.253 0.6434
C -1.270 -0.420 0.288 -0.4289
S -2.461 -1.082 -0.514 0.1684
N 0.951 0.451 -0.355 -0.8457
S 1.798 -0.960 -0.424 0.2494
H -1.081 -0.543 1.600 0.2127
H 1.417 1.379 -0.824 0.4119
H 2.109 -1.362 0.842 0.1021
```

As for the SMILES: O=C(C=S)NS. The calculation puts the energy above the lowest of the compared OMol25 structures with the same formula, charge and spin at 63.2 kcal/mol. The calculation puts the max |F| at 6.858 eV Å⁻¹. The value obtained for the orbital gap is 8.35 eV. Its LUMO energy is -0.498 eV.

***

2.
ORCA calculation (the ωB97M-V functional and the def2-TZVPD basis) on a molecular structure, C2H3NOS2 in a non-equilibrium geometry.

Structure (XYZ):
```
9
Properties=species:S:1:pos:R:3:nbo_charge:R:1
C -0.990 0.126 0.039 0.0739
C 0.017 -0.514 0.755 -0.6505
N -0.187 0.901 -0.760 -0.7739
O 2.119 -0.144 -0.582 -0.9459
S -2.656 0.095 -0.027 -0.0406
S 1.327 0.714 0.235 1.3883
H -0.144 -0.635 1.827 0.2366
H 0.353 -1.413 0.201 0.2864
H 0.160 0.871 -1.689 0.4257
```

The calculation puts the energy above the lowest of the compared OMol25 structures with the same formula, charge and spin at 66.7 kcal/mol. The calculation puts the max |F| at 5.419 eV Å⁻¹. The value obtained for the orbital gap is 8.66 eV. Its LUMO energy is -0.240 eV.

***

3.
ORCA calculation (the ωB97M-V functional and the def2-TZVPD basis) on 2 unconnected molecules or ions with the total composition C2H3NOS3 in a non-equilibrium geometry.

Structure (XYZ):
```
10
Properties=species:S:1:pos:R:3:nbo_charge:R:1
N -1.047 1.104 -1.991 -0.6394
C 0.137 1.045 -1.846 0.1901
S 1.614 1.345 -1.808 0.0545
H -1.630 0.459 -1.580 0.4116
O -1.223 -0.219 0.926 -0.5353
C -0.584 -0.239 1.918 0.2461
S 0.903 -1.212 2.090 0.0971
S 1.176 -1.889 0.126 -0.1086
H -0.840 0.471 2.773 0.1538
H 1.494 -0.866 -0.608 0.1301
```

As for the SMILES: N=C=S.O=CSS. The calculation puts the energy above the lowest of the compared OMol25 structures with the same formula, charge and spin at 13.4 kcal/mol. The calculation puts the max |F| at 3.702 eV Å⁻¹. The value obtained for the orbital gap is 9.68 eV. Its LUMO energy is -0.002 eV.

***

- Look up the LUMO of the second one.
  -0.240 eV

***

What did the third record say?
ORCA calculation (the ωB97M-V functional and the def2-TZVPD basis) on 2 unconnected molecules or ions with the total composition C2H3NOS3 in a non-equilibrium geometry.

Structure (XYZ):
```
10
Properties=species:S:1:pos:R:3:nbo_charge:R:1
N -1.047 1.104 -1.991 -0.6394
C 0.137 1.045 -1.846 0.1901
S 1.614 1.345 -1.808 0.0545
H -1.630 0.459 -1.580 0.4116
O -1.223 -0.219 0.926 -0.5353
C -0.584 -0.239 1.918 0.2461
S 0.903 -1.212 2.090 0.0971
S 1.176 -1.889 0.126 -0.1086
H -0.840 0.471 2.773 0.1538
H 1.494 -0.866 -0.608 0.1301
```

As for the SMILES: N=C=S.O=CSS. The calculation puts the energy above the lowest of the compared OMol25 structures with the same formula, charge and spin at 13.4 kcal/mol. The calculation puts the max |F| at 3.702 eV Å⁻¹. The value obtained for the orbital gap is 9.68 eV. Its LUMO energy is -0.002 eV.